(1)
112
Properties=species:S:1:pos:R:3:forces:R:3 method="wB97M-V/def2-TZVPD" energy_ev=-127318.7673 lumo_energy_ev=-1.11
C 1.00983 -3.01621 -3.34524 -0.48 -0.64 0.14
N 0.10524 -3.80256 -2.40545 -0.54 -0.18 -0.30
O -1.00165 -3.30522 -2.12645 1.81 -1.10 -0.13
O 0.56293 -4.87575 -1.99754 -1.32 1.80 -0.42
H 1.37746 -3.71675 -4.09504 0.27 -0.13 0.44
H 1.77910 -2.66746 -2.65628 0.15 0.24 -0.43
H 0.45724 -2.25333 -3.89365 -0.07 0.16 0.69
C -3.41139 5.30657 -3.45831 0.48 -1.28 0.54
N -4.01891 6.35594 -2.57560 -1.57 0.82 0.81
O -3.98789 7.51693 -2.94919 0.60 -0.88 -0.17
O -4.65492 6.02323 -1.55904 1.30 -0.41 -1.47
H -2.46731 5.58953 -3.92385 -0.51 0.72 -0.11
H -4.15265 4.92432 -4.16010 -0.06 0.67 -0.14
H -3.15233 4.42249 -2.87574 -0.20 0.24 0.54
C -3.45140 -1.07906 -3.72951 0.02 0.54 -0.54
N -4.26731 0.06865 -4.31159 -0.34 0.73 -0.09
O -5.41634 -0.18621 -4.71036 2.11 0.59 0.69
O -3.73272 1.19175 -4.29395 -1.23 -1.92 -0.26
H -4.04635 -1.48562 -2.91168 0.26 0.08 -0.06
H -2.47964 -0.66485 -3.46080 -0.33 0.04 0.31
H -3.28035 -1.82693 -4.50380 -0.42 0.09 -0.04
C -5.42024 2.26669 -1.53988 0.45 1.29 0.02
N -4.58470 1.38204 -0.67682 -1.61 -2.39 0.26
O -3.56381 0.86386 -1.12943 -0.77 0.92 0.80
O -5.17103 1.02891 0.36810 1.80 0.82 -1.63
H -4.99317 2.51794 -2.51074 0.40 -0.71 0.14
H -5.42943 3.21188 -0.99710 -0.54 -0.03 0.12
H -6.40412 1.81238 -1.65692 0.21 0.09 0.31
C 5.12284 -1.59505 -2.84741 1.47 -1.54 -0.32
N 5.02627 -0.41910 -2.02770 -2.36 1.62 2.08
O 4.51261 -0.62703 -0.89605 1.27 0.71 -1.96
O 5.30087 0.68582 -2.47687 0.06 -1.13 0.47
H 5.52473 -2.33015 -2.15013 -0.11 -0.26 -0.34
H 5.84354 -1.43718 -3.64977 -0.37 0.16 -0.06
H 4.16078 -1.97933 -3.18636 0.00 0.54 0.08
C -0.79851 0.23763 -0.38806 0.29 0.26 -0.93
N 0.32804 -0.30671 0.42189 0.67 1.01 2.84
O 0.04906 -0.53532 1.62375 0.19 -0.20 -2.15
O 1.48717 -0.31659 0.01367 -1.55 -0.35 -0.36
H -1.61073 0.60370 0.23994 0.18 -0.83 0.00
H -1.04797 -0.49284 -1.15766 -0.25 -0.12 0.27
H -0.44339 1.11956 -0.92115 0.35 -0.11 0.02
C 1.94052 -2.81527 4.36975 -0.64 0.13 -1.00
N 2.73983 -1.72184 3.67678 0.85 0.51 -1.22
O 3.83222 -1.99545 3.20961 -0.36 -0.66 0.78
O 2.26064 -0.60794 3.46650 -0.40 -0.82 1.06
H 2.09140 -2.86658 5.44804 0.17 0.41 -0.25
H 2.16547 -3.76404 3.88260 0.57 0.22 0.16
H 0.90652 -2.63226 4.07738 0.01 0.30 0.52
C 1.96067 2.60809 -2.52618 2.05 -1.38 1.36
C 0.85563 3.56666 -2.29072 0.96 1.55 1.03
O -0.11849 3.24522 -3.20040 -2.51 -0.98 -2.35
S 0.25798 2.15814 -4.35482 1.53 -0.11 0.43
O 0.24113 2.79697 -5.66972 0.10 -1.33 2.80
O -0.41130 0.89406 -4.12569 0.26 1.62 -0.51
O 1.79265 1.92256 -3.72117 -2.26 0.05 -3.28
H 1.94283 1.81528 -1.77838 0.31 0.20 0.47
H 2.96247 3.02889 -2.61222 -0.13 0.31 0.55
H 1.18404 4.59564 -2.43715 -0.09 0.11 -0.21
H 0.47662 3.51501 -1.27005 -0.13 -0.23 -0.08
C -2.81591 -3.39166 0.62289 0.58 -0.05 0.59
C -2.58910 -4.91229 0.51277 1.12 0.65 -1.46
O -2.48665 -5.43836 1.82172 -0.13 -0.60 1.67
S -1.91432 -4.32618 2.84056 0.92 1.95 2.21
O -0.41452 -4.17290 2.75299 -4.44 -0.77 -0.28
O -2.51147 -4.33449 4.20917 1.65 -0.66 -4.31
O -2.69446 -3.16049 2.02252 0.56 0.50 1.45
H -3.80483 -3.06345 0.30287 0.02 -0.10 0.23
H -2.05515 -2.78157 0.13591 -0.05 -0.30 -0.28
H -1.61376 -5.12697 0.07606 -0.20 0.14 -0.54
H -3.38160 -5.32598 -0.11086 0.02 -0.65 0.69
C 3.64730 1.68851 1.78915 0.41 -0.87 1.70
C 4.35292 2.69586 2.79187 0.30 -3.81 1.78
O 4.38117 3.87705 2.21159 -1.38 5.67 -3.61
S 3.53384 4.00748 0.78315 -0.28 -0.39 0.97
O 4.36709 4.67886 -0.20358 -1.76 -1.18 1.70
O 2.12077 4.45659 1.01974 4.00 -1.65 -0.76
O 3.73091 2.36161 0.60044 -1.20 2.93 -2.86
H 2.63505 1.36373 2.02986 -0.16 0.58 0.26
H 4.16516 0.75111 1.58621 0.38 0.11 0.49
H 5.41402 2.49254 2.93612 0.00 -0.93 0.15
H 3.91064 2.81559 3.78089 -0.43 -0.58 -0.03
N -2.31827 2.16269 2.37824 0.20 0.90 -0.27
C -3.31986 3.06085 2.15798 -1.06 -1.14 0.26
C -2.98767 3.93203 1.16387 0.29 0.39 1.06
C -1.61818 3.68924 0.88182 0.14 -1.78 0.22
C -1.23129 2.53675 1.62992 -0.42 1.78 -1.06
H -2.39905 1.43217 3.07099 0.44 0.02 0.00
H -4.24231 2.91649 2.70079 -0.04 0.19 -0.12
H -3.63744 4.75476 0.90440 0.27 0.02 -0.40
H -1.07606 4.22445 0.11628 0.36 -0.13 0.28
H -0.29659 1.99571 1.62760 -0.13 0.16 0.24
N 2.96831 -5.18645 -0.49849 0.35 0.50 0.19
C 3.97093 -6.05596 -0.74510 0.10 -2.00 0.02
C 5.18963 -5.43545 -0.74479 -0.54 0.45 1.07
C 4.90566 -4.11351 -0.36816 -1.21 1.57 -0.46
C 3.49618 -3.93137 -0.30056 1.50 -0.95 0.30
H 2.00041 -5.42114 -0.33060 0.31 -0.05 -0.27
H 3.81298 -7.12381 -0.71103 -0.31 0.05 -0.40
H 6.18278 -5.85925 -0.72321 -0.24 -0.21 -0.35
H 5.68754 -3.38229 -0.22533 -0.34 0.30 0.12
H 2.80277 -3.14986 -0.02704 0.51 0.34 -0.01
N -0.27096 0.20765 4.68679 -0.85 -0.85 -2.20
C -0.08331 0.61569 5.92808 0.01 0.52 2.07
C -1.25709 0.42651 6.64498 0.20 0.45 -0.44
C -2.20110 -0.08232 5.73892 0.05 -0.69 -1.53
C -1.56397 -0.25337 4.48058 0.31 0.73 2.04
H 0.43352 0.09282 3.97222 0.20 0.15 0.19
H 0.83437 1.07559 6.26384 0.05 -0.20 -0.14
H -1.46558 0.71365 7.66503 0.20 -0.06 -0.07
H -3.22011 -0.32965 5.99745 0.02 -0.04 -0.23
H -1.81363 -0.62086 3.49619 -0.29 -0.20 0.26

=====

(2)
86
Properties=species:S:1:pos:R:3:forces:R:3 method="wB97M-V/def2-TZVPD" energy_ev=-52196.1492 lumo_energy_ev=0.32
O 5.29853 -4.07042 1.95003 -0.52 -0.48 -0.23
C 4.50783 -3.80385 1.08326 1.37 0.54 0.88
O 4.88278 -3.85084 -0.21388 -0.55 0.35 -0.77
C 3.83921 -3.29770 -1.03084 -1.28 -1.02 -0.90
C 2.83185 -2.59700 -0.11707 0.97 0.78 -0.32
C 3.19330 -3.10413 1.27263 -0.75 -0.14 -0.53
H 3.29139 -4.08867 -1.55905 0.27 -0.55 0.47
H 4.15288 -2.73313 -1.91021 0.93 0.51 0.63
H 1.83642 -2.83689 -0.47603 -0.16 0.21 0.33
H 3.02288 -1.52227 -0.13596 -0.38 0.02 -0.15
H 2.37112 -3.72464 1.62701 0.40 -0.23 0.43
H 3.41438 -2.30532 1.97633 -0.34 -0.03 0.13
O -1.56553 -1.38251 -3.02337 1.52 14.25 -4.55
C -2.49092 -0.63149 -3.05998 -3.13 1.80 -0.05
O -3.66211 -1.03900 -3.63915 1.11 -0.48 -0.01
C -4.74410 -0.15700 -3.35609 0.39 0.87 -0.03
C -4.17417 0.94864 -2.44970 -1.01 0.64 -0.73
C -2.66604 0.72170 -2.40690 0.56 -0.50 -2.30
H -5.54445 -0.70676 -2.86630 0.05 -0.18 -0.16
H -5.08471 0.28753 -4.29167 -0.15 -0.39 -0.10
H -4.64083 0.86247 -1.47021 -0.04 0.60 -0.96
H -4.42162 1.90765 -2.90030 0.06 0.17 0.05
H -2.18505 0.62620 -1.43609 0.84 1.97 -3.48
H -2.13570 1.45756 -3.00423 0.10 0.01 -0.15
O -1.11813 -4.00937 -0.39041 0.50 -0.07 0.76
C -1.14967 -4.10551 -1.58613 -2.11 1.10 -0.47
O -0.46179 -5.06745 -2.23202 0.62 -0.61 -0.27
C -0.65678 -4.92233 -3.63883 -0.04 0.20 -0.19
C -1.93528 -4.13853 -3.78361 -0.34 0.55 -0.06
C -1.91809 -3.20846 -2.56025 -0.56 -10.74 2.44
H -0.74844 -5.87845 -4.15211 0.35 -0.21 0.37
H 0.19415 -4.36574 -4.04337 0.04 -0.09 -0.05
H -2.78921 -4.81808 -3.76353 -0.11 0.01 -0.12
H -1.91396 -3.62585 -4.74624 -0.27 0.18 -0.09
H -2.91705 -2.94606 -2.23275 0.21 0.12 0.39
H -1.33001 -2.33327 -2.84223 2.11 -6.18 1.48
C -0.49674 -0.51882 5.62450 0.13 0.05 -0.30
O -1.54054 -1.48638 5.55984 0.08 0.49 0.63
H 0.45759 -1.04875 5.71362 0.12 0.37 -0.10
H -0.53209 0.09073 4.72081 0.14 -0.23 -0.08
H -0.60020 0.20112 6.44395 -0.12 -0.26 0.16
H -1.62915 -1.76564 6.47832 -0.34 -0.35 -0.25
C 0.21085 2.52222 -3.23373 1.39 1.04 0.11
O -0.56785 3.02824 -2.15832 -0.41 -0.09 -0.33
H 0.31902 1.44183 -3.17193 -0.41 0.03 -0.03
H -0.08502 2.87271 -4.22752 -0.59 -0.34 0.09
H 1.21506 2.94782 -3.11281 0.13 -0.34 -0.12
H -0.36714 3.96313 -2.07208 -0.07 0.09 -0.07
C 2.73804 1.13279 -1.35538 0.15 0.03 -1.03
O 4.04521 1.12634 -0.81205 -0.01 0.06 0.32
H 2.13027 1.88748 -0.86119 0.09 -0.27 0.28
H 2.76008 1.43551 -2.40909 0.12 -0.03 -0.05
H 2.25950 0.15066 -1.32342 0.01 0.20 0.32
H 4.56703 0.47736 -1.29130 0.04 0.01 0.03
C 0.55863 3.08135 5.03113 -0.51 0.21 -0.41
O 0.14609 2.92325 3.67673 0.34 0.17 -0.13
H -0.30037 2.73821 5.60569 0.35 -0.21 0.33
H 1.47928 2.52803 5.22706 -0.14 -0.13 0.23
H 0.71085 4.13634 5.27272 0.08 0.01 -0.03
H 0.79605 3.36270 3.10528 -0.24 0.00 0.12
C -3.77543 0.17074 0.92399 -0.67 -0.22 0.15
O -3.35605 0.25304 -0.43057 0.19 -1.67 5.41
H -3.64228 1.09760 1.49038 0.36 0.03 -0.18
H -4.85471 0.01786 0.86343 -0.04 -0.24 0.24
H -3.29681 -0.65831 1.44469 -0.11 0.00 0.06
H -2.39290 0.14867 -0.46745 -0.59 -1.01 2.46
N 3.08158 3.84695 2.57550 -0.31 0.55 -0.47
C 2.43129 3.36135 1.46628 0.16 -0.87 0.16
C 1.44818 4.24546 1.08991 0.62 0.41 0.18
C 1.61357 5.37980 1.93358 -0.20 0.39 0.60
C 2.58150 5.08966 2.85153 0.40 0.36 -0.04
H 3.91969 3.49087 2.99587 -0.02 -0.31 -0.11
H 2.73760 2.40288 1.07838 -0.20 -0.01 -0.04
H 0.69729 4.13888 0.32592 0.22 -0.12 -0.13
H 1.13040 6.34452 1.93065 -0.36 -0.22 -0.19
H 3.00555 5.71184 3.62281 -0.03 -0.08 0.03
N -0.30161 0.99645 1.52419 -0.81 0.02 0.53
C -0.26521 1.27575 0.19874 1.06 -0.40 0.19
C -0.08664 0.06400 -0.45041 -0.85 0.26 -0.38
C -0.20927 -0.96536 0.51655 0.19 -0.33 0.58
C -0.37103 -0.35568 1.73862 0.83 0.76 -0.22
H -0.18276 1.67416 2.26672 -0.44 0.03 0.09
H -0.26083 2.29321 -0.15675 0.01 -0.34 -0.03
H 0.03658 -0.05510 -1.51845 -0.10 -0.11 0.19
H -0.11602 -2.03291 0.41035 -0.29 -0.02 -0.34
H -0.42921 -0.70558 2.75401 -0.03 -0.36 -0.12

=====

(3)
97
Properties=species:S:1:pos:R:3:forces:R:3 method="wB97M-V/def2-TZVPD" e_above_lowest_kcal_mol=0.0 energy_ev=-81966.2329 lumo_energy_ev=-4.51 charge=+1
C 3.79982 -0.10712 1.65499 -0.14 0.03 -0.09
C 3.09441 0.78895 2.69805 0.38 -0.01 -0.06
C 2.46073 2.00718 2.10104 -0.26 -0.16 -0.10
C 2.90210 3.26340 2.48147 0.33 -0.21 0.10
N 2.37676 4.35823 1.96661 -0.20 0.05 -0.11
N 1.41475 4.39170 1.06110 0.34 0.37 0.21
C 0.96982 3.22845 0.68754 -0.13 -0.16 -0.11
C 1.42170 1.99388 1.18295 0.04 -0.20 -0.15
C 0.67594 0.77574 0.74859 -0.17 -0.24 0.28
P -0.81587 0.69950 1.83727 0.01 0.78 0.58
O -0.76666 1.85333 2.75459 0.09 -0.16 -0.17
O -0.85963 -0.71515 2.53044 0.18 -0.19 -0.17
O -2.09436 0.62382 0.91925 0.13 0.03 -0.22
H 3.37532 -1.10627 1.61157 -0.02 -0.06 0.03
H 3.73996 0.31966 0.65560 0.01 0.00 -0.09
H 4.85393 -0.19853 1.89365 0.08 -0.07 0.01
H 3.85144 1.12372 3.40522 -0.11 0.04 0.19
H 2.35627 0.23758 3.27976 -0.10 -0.05 -0.04
H 3.69752 3.37560 3.20480 0.05 0.21 0.04
H 2.70868 5.26544 2.26611 -0.03 0.13 -0.05
H 0.17789 3.25172 -0.04657 -0.06 0.07 -0.10
H 0.34231 0.84448 -0.28464 0.04 0.00 -0.11
H 1.23568 -0.14850 0.85900 0.11 -0.02 -0.04
H -0.35055 -0.69790 3.35246 -0.15 -0.16 0.08
H -2.40477 1.51920 0.71558 -0.23 -0.11 -0.05
C -7.17124 -2.89773 -1.64584 -0.15 -0.04 -0.11
O -6.75205 -2.84473 -0.27430 -0.02 0.01 0.03
C -5.47250 -2.56142 -0.09483 -0.03 -0.01 0.01
O -4.66191 -2.34186 -0.96144 0.02 0.01 -0.09
O -5.21527 -2.55273 1.21184 -0.02 -0.08 0.07
C -3.84368 -2.31739 1.53471 0.07 0.02 0.13
H -8.22694 -3.14436 -1.62357 0.01 -0.04 0.06
H -7.01973 -1.93370 -2.12731 0.07 0.00 0.01
H -6.63009 -3.67491 -2.17920 0.04 0.01 0.00
H -3.51822 -1.35820 1.14178 0.02 -0.03 -0.05
H -3.21318 -3.11252 1.13978 0.00 0.02 -0.06
H -3.78711 -2.31026 2.61919 -0.07 -0.01 0.01
C -10.15273 -7.48381 -3.39434 -0.06 -0.03 -0.09
O -9.90568 -7.91048 -2.05113 -0.01 -0.02 0.00
C -9.12194 -7.09903 -1.34918 -0.02 -0.05 0.06
O -8.62646 -6.07533 -1.74673 0.04 0.13 -0.07
O -8.97520 -7.60695 -0.12880 0.00 -0.02 0.01
C -8.15044 -6.82556 0.74076 0.03 0.00 0.11
H -10.79824 -8.23975 -3.82952 0.00 -0.02 0.04
H -10.65246 -6.51746 -3.40295 0.03 0.03 0.01
H -9.22155 -7.42189 -3.95354 0.02 0.04 0.02
H -8.57447 -5.83385 0.88433 0.02 0.02 -0.04
H -7.14355 -6.73878 0.33721 0.00 0.03 -0.03
H -8.12795 -7.36075 1.68466 -0.03 -0.03 -0.01
C -3.44179 4.36276 -4.61394 -0.06 -0.04 -0.11
O -3.12144 4.07112 -3.24445 0.00 -0.04 0.02
C -2.31834 4.95497 -2.66987 -0.04 -0.01 0.00
O -1.84405 5.93404 -3.17535 0.04 0.04 -0.03
O -2.11280 4.56777 -1.40026 0.05 -0.10 0.09
C -1.26177 5.44130 -0.65628 0.02 0.03 0.14
H -4.09676 3.56172 -4.93951 0.00 -0.02 0.04
H -3.95403 5.31888 -4.68791 0.03 0.03 0.01
H -2.53908 4.37893 -5.22000 0.02 0.04 0.02
H -1.68369 6.44038 -0.57628 -0.02 0.01 -0.11
H -0.27317 5.49954 -1.11020 -0.01 0.06 -0.05
H -1.19275 5.00520 0.33653 -0.05 0.03 0.03
C 5.33073 -0.76773 -3.70853 -0.15 -0.06 -0.11
O 5.73616 -0.69681 -2.33878 -0.09 0.00 0.03
C 7.03993 -0.48356 -2.15505 -0.06 0.00 0.07
O 7.85637 -0.31046 -3.01616 0.05 0.00 -0.06
O 7.26915 -0.48934 -0.84144 0.03 0.06 0.11
C 8.63255 -0.23461 -0.48004 0.07 -0.02 0.07
H 4.25636 -0.92544 -3.68235 -0.01 0.01 0.00
H 5.55769 0.15590 -4.23651 0.08 0.01 0.03
H 5.81300 -1.60451 -4.20906 0.07 0.02 -0.01
H 8.94354 0.74778 -0.82887 0.01 -0.01 -0.06
H 9.28717 -0.99652 -0.89644 0.01 0.02 -0.05
H 8.66372 -0.27261 0.60448 -0.04 -0.01 0.00
C -2.24248 -0.64223 -2.32559 -0.05 0.12 -0.01
O -1.36240 -1.06593 -3.37566 -0.01 0.03 0.01
C -0.32966 -1.79120 -2.96822 -0.05 -0.07 -0.15
O -0.01712 -2.00021 -1.82081 0.08 0.08 0.12
O 0.30558 -2.25162 -4.04318 -0.01 -0.02 0.01
C 1.37647 -3.15850 -3.77106 0.16 -0.04 -0.03
H -3.02404 -0.06141 -2.80520 0.03 0.00 -0.07
H -2.68287 -1.49888 -1.82745 0.00 -0.03 0.09
H -1.70816 -0.02189 -1.60638 0.01 -0.05 -0.01
H 1.00727 -4.05070 -3.27005 -0.03 0.03 0.07
H 2.14160 -2.68337 -3.15924 -0.03 0.00 0.06
H 1.79300 -3.43109 -4.73565 -0.05 0.06 -0.04
C 4.80288 4.12286 6.01085 -0.22 0.03 -0.03
O 5.87726 3.54258 5.27032 -0.11 -0.04 -0.08
C 7.08854 4.01838 5.60725 0.04 -0.04 -0.01
O 7.28976 4.85455 6.44207 0.00 0.05 0.03
O 7.99470 3.40448 4.85880 -0.02 -0.01 -0.03
C 9.34829 3.80949 5.12113 0.13 -0.02 -0.03
H 3.90033 3.64100 5.63869 -0.01 -0.02 0.04
H 4.89352 3.93146 7.07727 0.11 0.00 0.00
H 4.74703 5.19698 5.84029 0.06 0.02 0.05
H 9.61625 3.59046 6.15173 -0.03 0.03 0.03
H 9.47147 4.87186 4.92504 -0.03 0.02 0.04
H 9.96550 3.22960 4.44327 -0.04 -0.02 -0.02